[1]
C54H38O10S | ωB97M-V/def2-TZVPD

Values from the calculation:
* F_max: 8.1 eV/A
* SMILES: O=C(C[C@@H]1CCCOS1(=O)=O)c1ccccc1.O=C1c2ccccc2C(=O)c2ccccc21.O=C1c2ccccc2C(=O)c2ccccc21.O=C1c2ccccc2C(=O)c2ccccc21
* E_HOMO: -9.201 eV
* gap between HOMO and LUMO: 8.11 eV
* calculated total energy: -87914.23990 eV

XYZ file:
```
103
Properties=species:S:1:pos:R:3:forces:R:3
O -3.710503 -5.585671 0.755150 7.871 1.154 1.696
C -2.412195 -5.484777 1.064804 -4.568 -0.477 -0.656
C -1.670020 -6.846222 1.652308 0.445 0.338 -0.618
C -0.738158 -6.582820 2.975288 1.785 -0.694 -1.583
C 0.497253 -7.686430 3.043862 0.044 0.084 1.495
C 1.486249 -7.153981 4.277845 -0.351 0.688 -1.195
C 0.706439 -7.188430 5.722189 2.362 0.117 0.417
O -0.684032 -7.667811 5.664669 0.084 1.948 -2.250
S -1.637835 -6.675788 4.615338 -4.423 2.860 3.495
O -1.640182 -5.231686 5.244486 0.623 -5.295 -2.559
O -3.044934 -7.317504 4.559115 5.621 1.672 -0.277
C -1.524028 -4.077841 0.933095 1.004 2.916 0.026
C -2.284344 -2.674686 1.309702 3.934 0.275 -1.140
C -1.466150 -1.247044 1.249815 2.061 -3.693 -1.085
C 0.107643 -1.232376 0.790346 -2.143 -3.465 0.204
C 0.894196 -2.636451 0.384214 -4.551 0.085 1.422
C 0.062386 -4.046940 0.480710 -1.383 2.972 0.819
H -2.423576 -7.729584 1.803540 1.213 2.048 -0.185
H -0.929493 -7.196409 0.784079 -1.410 0.816 1.911
H -0.216362 -5.524046 2.930053 -1.441 -2.003 0.303
H 0.071235 -8.751298 3.349096 0.884 2.216 -0.901
H 1.090127 -7.739021 2.033708 -1.328 0.194 1.955
H 2.532039 -7.700416 4.276700 -2.341 0.892 0.189
H 1.708335 -6.019960 4.025659 -0.338 -2.270 0.508
H 0.811740 -6.095682 6.181134 -0.660 -2.512 -0.768
H 1.298116 -7.972309 6.398346 -1.692 1.769 -1.294
H -3.410646 -2.673560 1.627469 2.464 -0.154 -0.667
H -2.010689 -0.241046 1.531981 1.290 -2.353 -0.623
H 0.676984 -0.207476 0.762320 -1.223 -2.317 0.062
H 2.014852 -2.590533 0.043821 -2.524 -0.230 0.761
H 0.609146 -5.070989 0.220743 -1.327 2.502 0.577
O -0.418978 1.929644 9.304237 0.118 -0.192 -0.664
C -0.254200 1.531734 8.157615 -0.248 0.386 1.374
C 0.467585 2.363680 7.173254 0.333 0.559 -0.157
C 0.984351 3.606499 7.561918 0.171 0.159 -0.217
C 1.701953 4.380349 6.648740 -0.190 -0.275 0.154
C 1.906615 3.917037 5.349332 -0.186 -0.333 -0.007
C 1.377467 2.687063 4.955080 0.136 0.314 0.086
C 0.651175 1.911666 5.867072 0.352 0.534 -0.107
C 0.079933 0.620224 5.436030 0.091 -0.507 -1.300
O 0.194324 0.248654 4.273686 -0.048 0.241 0.585
C -0.624207 -0.220159 6.424615 -0.295 -0.542 0.080
C -1.138658 -1.463879 6.034953 -0.113 -0.148 0.212
C -1.776149 -2.280077 6.970512 0.100 0.173 -0.155
C -1.901163 -1.858740 8.294039 0.197 0.418 -0.024
C -1.401889 -0.613273 8.681151 -0.118 -0.293 -0.068
C -0.766474 0.210521 7.742825 -0.271 -0.522 0.195
H 0.833307 3.972089 8.576102 -0.045 -0.254 -0.208
H 2.106458 5.343102 6.953380 -0.085 -0.185 -0.041
H 2.476760 4.514431 4.641352 -0.118 -0.119 0.118
H 1.536812 2.334144 3.937507 -0.149 -0.052 0.294
H -1.040436 -1.801598 5.004574 0.059 0.191 0.208
H -2.171387 -3.247085 6.667035 0.122 0.168 -0.003
H -2.389554 -2.499041 9.025448 0.090 0.136 -0.134
H -1.506435 -0.290451 9.715782 0.099 0.091 -0.311
O -0.958832 -2.156277 -6.262613 -0.314 0.530 0.310
C -1.558038 -1.263992 -5.675243 0.667 -1.107 -0.623
C -1.584009 0.107160 -6.224190 0.182 0.422 -0.451
C -0.935886 0.381553 -7.435534 -0.003 0.284 -0.120
C -0.989747 1.665140 -7.980689 -0.038 -0.266 0.210
C -1.689624 2.675325 -7.321367 -0.126 -0.166 0.315
C -2.321154 2.408314 -6.105578 0.148 0.100 -0.292
C -2.262978 1.123204 -5.552784 0.154 0.403 -0.497
C -2.918819 0.854492 -4.257559 -0.714 1.041 0.813
O -3.468447 1.760097 -3.641131 0.359 -0.522 -0.389
C -2.909850 -0.519867 -3.718661 -0.169 -0.364 0.466
C -3.560317 -0.793222 -2.508081 -0.004 -0.320 0.100
C -3.586082 -2.095855 -2.007752 0.051 0.313 -0.214
C -2.964952 -3.126576 -2.712511 0.177 0.168 -0.314
C -2.303743 -2.853654 -3.911941 -0.160 -0.067 0.313
C -2.271492 -1.545958 -4.413673 -0.182 -0.430 0.414
H -0.392365 -0.403336 -7.958576 -0.196 0.066 0.251
H -0.489795 1.875482 -8.923624 -0.087 -0.054 0.171
H -1.742267 3.672530 -7.752633 0.017 -0.177 0.103
H -2.861315 3.203195 -5.593927 0.112 -0.311 0.018
H -4.051625 0.005478 -1.954839 0.161 -0.082 -0.277
H -4.095017 -2.306873 -1.069736 0.109 0.025 -0.197
H -2.993237 -4.143616 -2.327408 0.005 0.194 -0.049
H -1.818580 -3.663571 -4.454395 -0.059 0.331 0.016
O 2.585611 6.904501 -2.684081 0.104 -0.227 -0.662
C 2.750390 6.506591 -3.830702 -0.203 0.466 1.362
C 3.472175 7.338536 -4.815064 0.318 0.541 -0.147
C 3.988941 8.581356 -4.426399 0.170 0.163 -0.210
C 4.706543 9.355205 -5.339577 -0.191 -0.275 0.154
C 4.911205 8.891894 -6.638986 -0.193 -0.336 0.003
C 4.382057 7.661920 -7.033238 0.139 0.303 0.065
C 3.655765 6.886523 -6.121245 0.347 0.525 -0.101
C 3.084523 5.595079 -6.552288 0.145 -0.473 -1.417
O 3.198915 5.223510 -7.714632 -0.074 0.229 0.703
C 2.380383 4.754697 -5.563704 -0.321 -0.554 0.116
C 1.865932 3.510978 -5.953364 -0.133 -0.178 0.234
C 1.228441 2.694780 -5.017805 0.176 0.278 -0.153
C 1.103427 3.116116 -3.694278 0.177 0.369 -0.014
C 1.602701 4.361583 -3.307167 -0.129 -0.305 -0.084
C 2.238115 5.185377 -4.245492 -0.292 -0.572 0.170
H 3.837898 8.946945 -3.412216 -0.044 -0.252 -0.209
H 5.111048 10.317958 -5.034938 -0.085 -0.186 -0.039
H 5.481350 9.489287 -7.346966 -0.118 -0.123 0.118
H 4.541402 7.309000 -8.050810 -0.152 -0.055 0.293
H 1.964154 3.173258 -6.983744 0.067 0.226 0.219
H 0.833203 1.727771 -5.321283 0.053 0.164 0.011
H 0.615035 2.475815 -2.962870 0.071 0.136 -0.125
H 1.498154 4.684405 -2.272535 0.093 0.089 -0.313
```
Forces are in eV/Å.

=====

[2]
C54H39F7O16V4 | ωB97M-V/def2-TZVPD

Values from the calculation:
* F_max: 5.7 eV/A
* energy above the lowest of the compared OMol25 structures with the same formula, charge and spin: 48.51 kcal per mole
* E_HOMO: -6.251 eV
* gap between HOMO and LUMO: 1.41 eV
* calculated total energy: -211135.44311 eV

XYZ file:
```
120
Properties=species:S:1:pos:R:3:forces:R:3
O -1.339804 3.900979 -6.705427 -0.964 -0.132 1.035
V -2.198044 3.863339 -5.369717 0.115 -0.698 -0.634
O -3.483754 2.958379 -5.513157 0.905 0.624 -0.249
O 2.923546 6.379379 0.359333 0.867 -0.475 -2.787
V 3.308296 5.894679 -1.146537 -1.062 -0.288 2.708
O 4.341616 6.810859 -1.857387 0.163 0.483 0.130
O -1.828084 -5.919441 4.814083 0.407 0.025 -1.474
V -1.388184 -5.859731 3.294693 1.706 -1.520 0.597
O -0.221284 -6.940211 3.036613 -2.044 1.770 0.500
O -3.193084 -7.054041 -3.734377 0.362 -0.461 2.163
V -3.025654 -7.364421 -2.174657 0.189 -0.752 -1.551
O -2.052164 -8.596481 -1.990177 -0.852 1.199 -0.292
C 0.991456 -0.513461 0.642993 -1.190 -1.978 0.205
C 0.284226 -1.798501 0.789923 0.870 -0.690 0.760
C -0.340874 -2.455361 -0.506937 -1.187 -1.451 1.320
O -0.822104 -3.617151 -0.396897 0.941 2.127 -0.372
C -0.472564 -1.591791 -1.632557 -0.525 -2.459 1.024
C 0.073266 -0.348661 -1.654647 -0.358 3.774 -4.229
C 0.939616 0.171699 -0.557107 3.099 4.274 0.293
O 1.675636 1.275949 -0.639507 -2.720 -3.347 -0.568
O -0.174204 0.352669 -2.725457 1.034 -0.926 2.850
O 0.264636 -2.447361 1.850483 -0.225 0.850 -1.247
H 1.599096 -0.118131 1.443553 -0.086 -0.078 0.108
H -1.059474 -1.890351 -2.488587 0.029 -0.123 -0.018
C -8.987744 -8.593911 0.575573 -0.956 0.336 1.890
C -7.617094 -8.440481 0.528813 3.143 -0.926 -3.630
C -6.827744 -7.985091 1.748403 4.466 1.857 -0.527
O -5.575884 -7.580481 1.728843 -3.097 -1.411 -1.189
C -7.443644 -7.841751 2.956073 -3.476 -0.605 1.916
C -8.862604 -8.192871 3.150593 -1.045 -1.197 1.116
C -9.679974 -8.562221 1.866613 -2.103 -0.075 0.112
O -10.895774 -8.805461 1.976623 2.247 0.404 -0.256
O -9.415594 -8.338121 4.262173 1.534 0.770 -2.449
O -7.006784 -8.711481 -0.589917 -0.997 1.077 3.078
H -9.541624 -8.759271 -0.336717 -0.018 -0.138 0.029
H -7.018604 -7.563371 3.909093 0.823 0.149 -0.320
F 6.711626 4.669329 1.369953 -0.123 -0.042 -0.179
C 7.403646 5.001709 2.467663 0.605 0.715 1.445
C 8.526706 5.813499 2.381343 0.937 -0.706 0.165
C 9.310976 6.015759 3.540993 -1.253 0.367 -0.565
C 8.811886 5.631319 4.759133 0.859 -0.697 0.486
C 7.643266 4.886119 4.869513 0.598 0.890 0.218
C 6.964426 4.569139 3.729193 -0.811 -0.563 -0.941
H 8.938476 6.125619 1.432953 -0.295 0.056 -0.208
H 10.250806 6.547849 3.543753 0.022 0.031 -0.450
H 9.480486 5.750989 5.598803 -0.293 0.238 0.381
H 7.273326 4.634889 5.852583 -0.068 -0.324 -0.066
H 6.094506 3.936499 3.826163 -0.223 0.034 -0.310
F -6.517934 -3.533091 -1.442917 -0.783 1.206 -0.566
C -7.434764 -2.483481 -1.489237 0.915 0.336 1.066
C -8.753004 -2.789821 -1.247307 -0.255 0.077 -0.013
C -9.631794 -1.748831 -0.949757 0.156 0.819 -2.304
C -9.221364 -0.418791 -1.240877 -0.500 -0.824 1.439
C -7.903034 -0.130981 -1.492837 0.367 -0.070 0.101
C -6.977874 -1.158321 -1.533077 0.445 -1.781 -0.337
H -9.063804 -3.816241 -1.374727 -0.139 -0.113 0.540
H -10.684824 -1.974531 -0.868597 -0.053 0.040 0.447
H -9.854804 0.442099 -1.085967 -0.495 -0.229 -0.114
H -7.628104 0.910329 -1.573247 0.315 -0.028 -0.116
H -5.903454 -1.071751 -1.600397 0.062 0.539 -0.138
F -3.107784 4.212779 -0.389467 0.054 -0.299 -0.914
C -3.082474 4.447069 0.930353 0.269 1.244 -0.630
C -2.927714 3.401939 1.779753 -0.725 -0.225 1.521
C -3.028344 3.731979 3.140893 0.131 -0.102 -0.548
C -3.075704 5.059119 3.513273 0.586 0.927 1.682
C -3.086714 6.122509 2.641153 -0.394 -0.600 -1.792
C -3.153494 5.789269 1.300233 0.387 -0.093 -0.093
H -2.837614 2.372499 1.465853 -0.048 0.074 -0.229
H -3.096784 2.941389 3.873483 0.318 0.045 0.134
H -2.942444 5.413769 4.524633 -0.414 -0.783 0.570
H -3.098964 7.169939 2.904093 0.094 -0.121 0.431
H -3.133024 6.552489 0.536373 -0.226 -0.063 -0.178
F 3.103436 4.442259 10.070473 -0.385 -0.099 -1.487
C 2.625406 3.971219 8.859963 -0.165 -1.069 -0.137
C 2.301426 4.808069 7.783593 0.302 -0.241 0.918
C 1.752646 4.228279 6.645893 0.375 -1.031 0.613
C 1.585776 2.837439 6.588643 -0.690 0.322 -0.486
C 1.881176 1.987299 7.655323 0.158 0.949 0.254
C 2.436796 2.562739 8.781413 0.391 1.921 0.724
H 2.461946 5.875809 7.807413 0.000 0.053 0.292
H 1.446806 4.864259 5.828343 0.060 -0.101 -0.129
H 1.119626 2.458689 5.691043 0.004 -0.283 -0.047
H 1.632016 0.937709 7.707023 0.112 -0.072 -0.494
H 2.732336 2.031879 9.674293 -0.154 -0.351 -0.043
F -4.306524 -1.086721 -11.879447 -0.106 -0.481 0.544
C -3.278784 -1.092211 -10.997237 1.847 1.466 -1.162
C -3.484124 -1.130641 -9.627887 -0.715 -0.352 -0.481
C -2.415634 -1.010741 -8.771327 1.951 0.794 -0.654
C -1.116704 -0.709071 -9.302817 -1.684 -0.663 0.970
C -0.939154 -0.598111 -10.663447 -0.370 -0.367 -0.567
C -2.004824 -0.803611 -11.556157 -0.684 -0.537 1.441
H -4.496234 -1.248571 -9.269947 -0.060 -0.109 0.108
H -2.545944 -1.046841 -7.699817 -0.096 -0.099 0.020
H -0.282724 -0.624051 -8.621917 0.049 0.148 -0.004
H 0.052996 -0.391041 -11.036507 0.028 0.052 -0.181
H -1.854644 -0.795561 -12.625637 -0.154 0.160 -0.021
F 6.369036 -5.406681 5.251463 -0.477 -0.434 0.042
C 6.748206 -4.172761 5.538543 2.466 2.426 0.884
C 6.008746 -3.041371 5.150163 0.183 -1.286 0.228
C 6.528566 -1.769691 5.335013 1.292 -0.280 1.675
C 7.751016 -1.604491 6.056743 -1.406 -0.058 -1.900
C 8.487366 -2.726621 6.441703 -0.222 1.834 0.586
C 8.026246 -3.977861 6.213033 -2.518 -1.825 -1.360
H 5.006106 -3.152561 4.764483 0.030 -0.191 -0.327
H 5.910146 -0.932351 5.047253 0.209 0.195 -0.055
H 8.123636 -0.593851 6.135183 0.182 -0.036 0.404
H 9.375166 -2.550121 7.030813 0.270 -0.222 -0.145
H 8.582666 -4.847961 6.528823 -0.015 -0.116 -0.034
F 3.893326 3.353969 -5.528537 0.061 0.378 0.575
C 4.357336 2.753769 -6.624487 0.583 -0.777 -1.438
C 4.963506 3.476279 -7.644057 -0.694 0.182 0.354
C 5.223586 2.863419 -8.863077 0.795 0.673 0.532
C 5.128706 1.491379 -9.015207 -0.003 -0.510 0.508
C 4.720596 0.736809 -7.921487 -0.860 0.843 0.827
C 4.256366 1.384339 -6.746437 0.591 -0.578 -0.319
H 5.216246 4.511349 -7.467537 -0.226 0.189 -0.197
H 5.649256 3.535599 -9.593417 -0.001 -0.335 -0.459
H 5.449126 0.961129 -9.899837 -0.055 0.257 -0.222
H 4.681316 -0.341371 -7.970367 0.037 -0.042 -0.015
H 3.943236 0.838859 -5.868497 -0.256 -0.259 -0.109
```
Forces are in eV/Å.